Record 1
A molecular structure, C29H46P2ReS. Source: the Open Molecules 2025 dataset; level of theory: the ωB97M-V functional and the def2-TZVPD basis.

Element x y z (Å)
H1 -2.80464 -2.39433 1.54743
C1 0.23484 0.62354 -1.01567
C2 1.39243 -0.74857 -3.45980
H2 0.73280 0.73237 4.14938
C3 -1.60026 -0.23490 -3.32158
H3 1.32315 -4.61852 1.43285
H4 3.22046 -2.49668 3.07412
C4 -1.92306 -3.03782 1.67143
P1 2.27949 0.47824 -0.44546
H5 -3.83942 4.29749 4.70758
H6 -2.45989 -2.27776 -1.72548
C5 -1.14866 1.05719 -3.20273
H7 3.55051 -2.56891 1.32370
C6 3.22317 -0.95775 -1.09655
H8 -3.87556 4.26322 2.21045
P2 -1.61726 -0.18635 -0.99060
C7 1.45882 0.01471 3.76241
H9 0.11359 1.70315 -0.94813
H10 2.90259 0.75438 -2.93881
C8 -0.26054 1.66008 -4.23959
C9 -2.98695 3.90052 4.15252
H11 1.91720 -3.83614 -0.05537
H12 0.21707 -4.37859 0.05320
H13 -1.32309 -0.83559 4.52119
H14 0.37894 0.21575 -2.00749
H15 -2.02739 -3.54523 2.65442
H16 2.32835 0.59173 3.43843
C10 -1.94769 3.34779 2.02797
H17 -1.48086 -1.03742 -5.37296
H18 2.42598 2.85287 -0.01250
H19 -3.35254 1.48456 -1.39564
H20 -1.09582 -2.60343 -0.62922
H21 0.12174 2.56892 4.65774
C11 1.25625 1.72285 -3.91285
C12 -1.86125 3.41803 4.83680
H22 -2.85068 1.47722 0.32660
C13 1.89428 0.50408 -3.29890
H23 3.62679 -1.01064 2.19463
H24 -1.59070 1.76188 -2.48385
H25 2.55128 -1.81924 -1.22182
C14 -3.04566 0.83363 -0.55495
H26 3.67569 -0.71530 -2.06476
H27 1.75879 1.97521 -4.86247
H28 -1.93971 -3.81500 0.89398
H29 3.33879 2.38269 -1.48397
H30 0.71781 -0.42265 -5.48759
H31 -1.93007 3.32935 0.94088
C15 3.08017 -1.96206 2.10983
S1 0.53710 2.29973 1.82850
H32 1.76821 -0.64858 4.58872
C16 0.88028 -0.77443 2.64154
H33 -2.65682 -0.50108 -3.09330
C17 3.06142 2.06851 -0.46403
H34 -3.89422 0.16238 -0.31784
C18 -0.80510 2.85688 2.71841
H35 -0.39251 1.16897 -5.21833
C19 -0.77540 2.90591 4.13989
C20 0.52210 -1.09141 -4.62839
H36 1.78660 -1.61731 -2.93636
H37 -1.26897 -2.20331 -4.09791
H38 -1.51023 0.55997 3.46182
H39 0.84030 -2.07772 -5.00787
C21 -3.01748 3.87178 2.74704
H40 -2.54852 -0.84983 3.20865
C22 -1.44861 -1.96821 -1.44235
C23 -1.01025 -1.17502 -4.38262
H41 -0.58695 2.69365 -4.43254
H42 1.44986 2.57374 -3.23559
C24 -0.51501 -1.08429 2.53471
C25 1.04909 -3.92181 0.61163
H43 3.99838 -1.22286 -0.37936
C26 1.61756 -1.72887 1.85988
H44 -0.75695 -2.12395 -2.27688
Re1 0.29049 -0.67762 0.65867
C27 0.66451 -2.60981 1.22295
H45 3.97622 1.98254 0.15194
C28 -1.53355 -0.53418 3.47726
H46 -1.82373 3.44414 5.92703
C29 -0.65709 -2.22648 1.67591

The HOMO-LUMO gap (alpha / beta) comes out at 6.394 / 4.739 eV. Its HOMO energy (alpha / beta) is -12.29 / -12.84 eV. As for the spin multiplicity: 4. As for the expectation value of S²: 3.828. Its total charge is +2.

---

Record 2
A single C2H2N3OP molecule. Source: the Open Molecules 2025 dataset; level of theory: the ωB97M-V functional and the def2-TZVPD basis.

Element x y z (Å)
N1 -0.43439 -1.61886 -0.07354
N2 -1.10625 0.50747 0.19145
H1 0.11448 1.87506 -0.81554
H2 -2.18293 -0.99412 0.95420
C1 -1.33602 -0.72319 0.37633
C2 0.75515 -1.34728 -0.26728
P1 1.49305 0.29757 0.26183
N3 0.06623 0.92646 -0.35580
O1 2.63067 1.07689 -0.27166

The HOMO-LUMO gap (alpha / beta) comes out at 7.344 / 7.338 eV. Its HOMO energy (alpha / beta) is -8.84 / -8.84 eV. The value obtained for the energy relative to the best compared isomer or geometry (same formula, charge and spin) is 3.252 eV. As for the spin multiplicity: 1.